[1]
C49H84N3O5P2 | ωB97M-V/def2-TZVPD

Structure (XYZ):
```
143
Properties=species:S:1:pos:R:3:forces:R:3:mulliken_charge:R:1
C 5.306 -4.994 2.210 -0.6 -0.9 0.5 -0.318
C 8.999 1.668 2.257 0.2 1.7 0.5 -0.603
H 4.832 1.762 -1.758 -0.1 -1.3 -0.6 0.088
H 7.591 -7.924 -2.501 -1.0 1.1 0.6 0.346
C 7.120 -5.817 -1.664 0.2 -0.1 -0.4 -0.173
C -0.692 -1.202 -0.960 -2.7 3.5 -1.9 0.249
H -7.589 2.282 3.896 0.0 0.0 0.0 0.467
H 9.788 2.439 1.906 -1.1 -1.2 0.3 0.309
C 4.429 -2.171 -0.385 3.3 0.7 -0.2 -0.161
C 4.221 -7.803 -1.218 0.4 0.5 1.1 0.306
P 3.966 0.624 -1.553 -0.8 1.0 2.7 0.068
C 5.244 -4.078 4.680 0.2 0.1 0.0 -1.081
H 6.201 -5.129 -1.797 1.5 -1.0 0.4 0.059
C 1.674 -8.786 0.346 -0.3 0.2 1.4 -0.450
H 1.942 -7.675 0.508 -0.2 -1.6 -0.5 0.088
H 3.635 -5.359 3.762 1.0 1.1 -0.8 0.368
H 7.569 0.499 4.161 -0.9 1.6 0.0 0.224
H 2.326 -0.668 1.296 0.0 -1.4 -0.6 0.303
C 5.409 -3.313 0.100 0.1 2.5 -0.8 0.631
H 8.193 -4.384 1.506 -0.5 0.4 -1.6 0.352
H -4.012 3.059 2.227 0.0 0.2 0.0 0.389
C 2.838 -2.275 -0.308 0.9 -0.5 -0.1 -0.774
H -6.186 5.420 -3.466 0.0 -0.1 -0.1 0.204
C 6.705 -7.282 -2.175 -0.8 0.1 0.0 -1.035
H -9.625 5.682 1.884 0.0 -0.1 0.0 -0.368
H 9.059 -3.952 -0.049 -1.8 -0.3 0.6 0.401
C 4.765 -4.628 0.743 1.1 -0.4 -0.5 0.961
C -8.704 3.219 1.436 -0.5 0.4 0.4 -1.146
H -6.160 5.772 0.497 -0.1 -0.1 0.0 0.852
H 1.433 -9.195 1.399 0.4 0.5 -1.8 0.243
O 10.031 -1.970 -1.193 -4.1 2.5 1.1 -0.556
H 10.250 0.435 0.497 -1.3 0.6 -1.2 0.425
O 7.225 1.474 -2.388 1.1 -3.7 3.2 -0.559
H 8.763 -6.299 -0.242 -1.6 0.8 0.2 0.425
H -7.557 6.521 -5.214 0.0 -0.1 0.1 0.446
H -8.698 3.752 -2.901 0.0 0.1 0.2 0.771
H -10.595 7.112 1.936 0.1 0.0 -0.1 0.480
H 6.060 -7.121 -3.124 1.1 -0.3 1.4 0.352
H -9.979 5.303 -3.782 0.0 0.0 0.0 0.259
H 7.287 3.193 2.544 1.1 -1.0 0.6 0.283
H 2.512 -3.373 -0.467 0.6 1.8 0.2 0.581
C -3.087 0.104 -1.356 3.6 0.6 -1.0 -0.416
H 4.694 -4.216 5.677 0.7 0.3 -1.5 0.343
H 6.223 -4.690 4.750 -1.6 0.9 -0.2 0.276
C -6.945 2.874 3.246 0.4 0.1 -0.1 -1.772
C 0.592 -2.038 0.957 -1.5 0.0 2.6 0.213
C 2.197 -1.780 1.075 -1.7 -0.2 -0.6 0.454
H 1.109 -0.086 -2.005 -2.1 0.1 0.5 -0.171
H -9.874 7.852 -0.177 0.2 -0.1 -0.2 0.443
H 3.795 -9.862 -2.063 -0.7 0.7 1.4 0.390
H -2.979 2.140 -2.638 0.9 -1.4 0.7 0.336
C 6.563 -0.692 -1.116 -1.4 -3.2 1.1 -0.126
H -12.152 6.233 0.253 0.0 -0.1 -0.1 0.345
C -6.185 5.392 -0.527 0.8 0.8 0.2 -1.157
H -6.055 6.286 -1.150 -0.3 0.0 0.0 0.648
H -6.219 3.396 3.875 0.0 -0.1 0.0 0.398
H 3.945 -7.355 -0.185 0.2 -0.7 -1.7 -0.397
C -8.025 6.138 -4.302 0.0 0.2 0.0 -0.410
H 5.083 -5.504 0.054 -0.6 1.5 1.0 -1.453
H -10.028 6.642 -4.919 0.0 -0.1 0.0 0.357
C -0.021 -0.050 -1.794 -2.9 -0.1 0.4 0.245
H -6.944 4.329 -4.605 0.0 -0.1 0.2 0.504
H -8.354 4.446 3.170 0.0 0.1 -0.2 0.497
C 7.484 0.492 -1.653 -0.8 0.3 -0.3 0.001
H -7.074 3.249 -2.567 -0.1 0.0 0.2 0.499
H 4.030 -6.956 -1.972 0.1 -1.4 0.8 0.386
H -8.806 2.154 1.676 0.1 0.1 -0.2 0.580
H 8.513 3.178 3.939 -0.4 -1.0 -1.6 0.302
H -4.768 4.642 2.000 0.0 0.0 0.1 0.281
C -7.711 4.138 -2.629 0.1 -0.5 -0.3 -1.474
H -8.435 7.341 0.679 0.0 0.1 0.0 0.361
C 7.033 1.517 4.067 0.0 0.0 -1.1 -0.809
H -9.711 3.614 1.584 0.0 0.0 -0.1 0.201
H -4.231 0.178 -1.235 2.1 -0.4 0.0 0.304
H -9.262 3.004 -0.581 0.1 0.1 -0.2 0.591
C -8.975 6.113 -1.007 -0.5 1.0 0.0 -0.549
C -7.153 5.000 -3.764 0.2 0.4 -0.2 -0.755
H 5.543 -2.969 4.555 -0.4 -1.8 0.3 0.253
H -9.492 5.048 -5.465 -0.1 0.0 0.1 0.364
H 6.358 -4.624 2.444 -1.5 -0.3 -0.7 -0.063
C 3.272 -9.083 -1.415 -0.9 1.9 -1.0 -0.605
H -7.632 2.532 -0.268 0.2 0.3 -0.2 0.756
C -0.837 1.154 -2.385 -2.1 -2.3 1.7 -0.491
C -7.761 3.880 2.444 -0.1 -0.2 0.5 0.307
N 2.892 1.072 -0.430 0.8 -0.1 -0.9 -0.593
H -5.650 2.832 0.419 -0.1 0.0 0.0 -0.341
H 5.916 -9.240 -1.462 -0.1 1.7 0.5 0.540
C -9.345 6.969 0.199 -0.2 0.2 0.6 -1.067
C 8.960 -1.349 -0.996 0.6 -1.5 0.3 -0.214
H -0.295 1.957 -3.008 -0.9 -1.5 1.2 0.296
C 7.489 -1.861 -0.664 -2.7 0.2 -0.1 -0.568
H 2.424 -1.709 -1.219 0.5 -0.7 1.6 0.374
C 5.798 -8.129 -1.156 -0.4 -1.0 -0.5 -0.576
H 9.618 2.008 -0.293 -0.6 -1.8 0.1 0.328
C 7.737 -5.764 -0.187 0.6 -0.1 -0.1 -0.374
H -8.018 6.983 -3.609 0.0 0.0 0.0 0.240
H 3.256 0.319 -2.763 0.9 -0.3 0.2 0.144
H 2.346 -8.711 -2.008 1.4 -0.7 0.7 0.235
C -4.134 3.889 1.525 0.0 -0.1 0.1 -1.570
H -11.150 4.795 0.001 0.0 -0.1 -0.1 0.296
O 2.764 -9.585 -0.156 -0.2 0.8 -0.7 -0.379
H 3.620 -4.640 0.745 1.7 0.3 0.0 0.211
H -9.882 5.770 -1.511 0.1 -0.2 0.0 0.523
H 6.049 1.372 3.487 1.4 0.0 1.1 0.161
C -10.237 6.332 1.259 0.2 -0.3 0.2 0.289
H 7.138 -6.320 0.609 0.6 0.7 -1.3 -0.033
C -8.356 3.325 -0.050 -0.4 -1.3 0.4 -0.950
H -8.519 6.831 -1.691 0.2 -0.3 -0.3 0.073
H 9.568 0.889 2.882 -1.0 0.9 -0.9 0.353
P -7.807 4.773 -0.933 0.0 -0.3 -0.8 1.122
H 2.525 -2.375 1.992 -0.3 0.7 -1.4 -0.287
C -4.730 3.384 0.218 0.3 0.0 0.0 0.907
H 3.724 -3.636 3.097 0.8 -1.2 0.4 -0.436
O -0.189 -2.026 1.939 3.0 -0.1 -3.4 -0.596
H 6.811 1.934 5.105 0.3 -0.5 -1.5 0.337
C 5.030 -0.845 -0.984 2.7 -2.2 0.0 0.349
C -11.434 5.558 0.724 -0.1 0.2 0.2 -1.365
C -2.391 1.277 -2.188 2.7 -4.0 1.9 -0.424
N 0.039 -2.352 -0.406 -0.2 1.6 0.1 -0.105
C 8.034 -4.284 0.373 0.5 0.0 -0.6 -1.118
C 4.352 -4.533 3.419 0.4 0.4 0.4 0.258
H 0.716 -8.837 -0.276 1.4 -0.1 0.5 0.276
H -11.945 5.051 1.547 0.0 0.1 -0.1 0.417
H -2.819 -1.889 -0.202 1.1 1.4 -0.9 0.229
C -9.461 5.753 -4.630 0.0 0.1 -0.1 -1.253
C -4.970 4.498 -0.798 0.0 -0.6 -0.2 -1.105
C 9.321 0.937 0.023 1.1 0.4 0.8 -0.588
H 7.931 -5.426 -2.393 -1.3 -0.5 1.2 0.446
C 6.963 -3.178 -0.041 -1.5 2.6 -1.2 1.259
H -7.107 4.603 1.961 0.1 0.0 -0.1 -0.131
H 3.066 2.041 -0.123 -0.1 -0.8 -0.2 0.194
N 8.805 0.111 -1.088 0.0 0.8 -0.3 0.118
H -5.067 4.044 -1.789 0.0 0.1 0.0 0.196
H -0.554 -3.193 -0.372 0.1 0.8 0.3 0.365
H -3.148 4.332 1.358 -0.1 0.0 0.0 0.449
O 8.342 1.065 1.104 1.1 0.3 0.1 -0.076
H 5.352 -6.151 2.258 0.1 1.8 -0.1 0.272
H -6.397 2.189 2.591 0.0 0.0 0.1 0.320
C 7.961 2.518 3.168 -0.2 -1.1 1.1 -0.512
H -4.076 5.129 -0.841 -0.2 0.0 0.0 0.576
H -4.033 2.660 -0.219 -0.1 0.1 0.0 -0.032
C -2.247 -1.070 -0.769 0.9 2.2 -1.6 -0.335
H 6.119 -8.071 -0.063 -0.1 0.0 -1.6 0.183
```
Positions in Å, forces in eV/Å.

The LUMO energy is -2.02 eV. As for the HOMO-LUMO gap: 7.73 eV. For the total energy, the calculation gives -85441.569 eV. The calculation puts the HOMO energy at -0.358 Eh. The total charge is +1. For the strongest force on any atom, the calculation gives 0.10103 hartree/bohr.


[2]
C49H88O24 | ωB97M-V/def2-TZVPD

Structure (XYZ):
```
161
Properties=species:S:1:pos:R:3:forces:R:3:mulliken_charge:R:1
H -2.760 -5.156 -0.303 -0.1 -0.3 -0.1 0.297
C -2.280 3.540 2.793 0.2 0.1 0.2 1.142
H 2.831 4.415 0.485 0.0 0.2 0.2 -0.155
H 4.884 -0.563 -0.897 0.4 -0.5 -0.6 -0.325
H -5.165 -3.568 2.296 -0.1 0.3 -0.3 0.312
C 7.059 -4.690 -3.063 0.3 0.7 -0.7 -0.800
H 0.215 -3.629 -0.009 -0.1 -0.5 0.0 0.322
H 8.062 -4.550 -2.661 -0.2 0.0 0.2 0.341
H 5.485 5.636 1.121 0.1 0.4 0.3 0.297
O -0.073 -5.081 1.862 0.9 -0.4 -0.4 0.025
H 3.553 0.761 -3.351 -0.2 0.0 0.2 0.447
H -4.973 -5.708 0.580 -0.3 0.0 -0.6 0.379
C -3.009 -3.104 0.139 -0.4 -0.6 0.5 1.601
O -2.217 3.061 -4.704 0.5 -0.1 -0.7 -0.420
H 0.411 6.221 -3.034 -0.4 0.2 0.0 0.514
H -1.596 2.945 2.188 0.0 0.1 0.0 -0.816
C 3.919 4.474 0.449 -0.4 -1.2 -1.1 -0.148
O -4.579 3.861 -0.982 -1.6 -2.8 -0.4 -0.552
H -1.515 3.369 -7.530 0.1 -1.0 0.4 0.285
H 4.164 -3.990 0.818 0.5 -0.1 -0.3 0.751
C -0.107 5.511 -2.388 0.4 -1.5 -1.8 0.065
O -1.437 -1.520 5.126 0.1 0.7 -0.7 -0.566
H -0.168 4.575 -2.942 -0.7 0.1 -0.6 -0.512
C -0.527 -0.382 5.013 0.1 -1.8 -0.9 -0.296
C 1.106 -5.590 1.517 2.3 -3.0 -0.1 0.519
H 1.450 4.283 -1.516 -0.2 -0.1 0.2 0.319
H 3.449 -2.456 0.426 0.3 0.2 -0.3 -0.420
H -1.129 -1.948 -4.068 0.1 -0.3 -0.5 0.604
C -3.105 2.700 -3.678 -0.6 -0.9 1.2 -0.143
H -1.961 5.747 0.303 0.5 -0.1 0.4 0.291
H -0.812 -1.247 1.921 0.1 0.1 -0.1 -1.222
C 6.079 -3.577 -1.167 -0.8 -0.7 0.8 0.563
O 6.097 -0.069 -2.651 -0.1 0.0 0.9 -0.443
C -5.215 2.801 -0.901 2.1 2.2 0.5 0.254
C -0.874 3.871 -6.805 -1.7 1.3 -0.1 -0.677
H -5.690 1.176 1.265 -0.1 0.2 0.1 0.073
H -7.148 0.633 0.396 -0.1 -0.1 0.6 0.454
H -1.475 -6.690 2.106 0.9 -0.4 -0.5 0.312
O 4.969 4.260 2.517 0.1 1.1 1.4 -0.515
H -1.461 6.967 -1.558 0.0 0.1 -0.2 0.360
H 5.135 -0.142 4.410 -0.1 0.2 -0.6 0.333
C 4.493 3.078 0.673 -1.3 -1.2 0.2 0.598
C -6.218 1.195 0.312 -2.8 -0.6 2.5 -0.562
H -2.009 4.184 -0.516 -0.3 0.1 -0.1 -0.448
H -4.468 3.782 4.823 0.0 0.5 0.1 0.379
H -4.074 -4.897 2.459 0.2 -0.1 0.1 0.318
O 4.974 -2.925 -0.874 -2.0 0.8 0.5 -0.161
H -0.673 0.365 5.793 -0.3 -0.3 0.0 0.385
H -5.989 -0.074 -1.400 -0.1 0.7 -0.7 0.315
H -0.522 -2.742 3.726 1.0 0.7 -0.2 -0.096
H -1.390 -2.588 -2.513 -0.2 0.0 0.1 -0.662
C -3.150 -2.039 -3.545 -0.7 -0.3 0.9 0.179
H -1.763 1.913 -0.618 0.2 0.1 -0.1 -0.744
C 0.426 1.559 -0.137 -0.8 -0.4 0.7 0.152
C 3.085 -2.631 3.837 -0.9 -4.7 0.8 0.195
O -4.649 1.585 -1.257 0.0 0.8 -0.2 0.204
C -1.397 -2.098 3.810 -0.5 -0.5 -0.2 -0.105
H 0.772 2.051 -1.046 -0.3 0.1 -0.1 -0.109
H -1.375 0.983 3.749 0.0 0.3 -0.7 -1.034
H 4.213 4.813 -0.544 -0.2 0.3 0.0 0.470
H -0.554 -6.250 3.586 0.5 0.0 -0.4 0.332
C 4.559 5.246 1.543 1.1 -0.4 -0.2 -0.751
H -4.247 2.094 5.087 0.7 -0.2 0.6 0.412
C 3.760 -0.171 -2.824 0.7 -1.7 0.0 0.182
H -1.497 1.108 0.911 0.3 -0.2 0.0 -1.075
H -4.872 -0.267 -0.172 1.1 0.4 -0.3 -0.314
C 4.411 -1.189 -3.838 -1.1 1.4 0.6 -0.414
H -1.547 4.600 -6.353 0.2 0.4 -0.2 0.270
H 7.086 -4.433 -4.122 0.0 0.2 0.1 0.273
H 4.282 -2.218 -3.502 0.4 0.1 0.0 0.175
H -3.398 1.651 -3.721 0.6 -0.3 0.0 0.222
C 3.223 -0.514 3.160 2.2 1.9 1.3 0.486
H -4.074 3.191 -3.771 0.5 0.7 -0.2 0.238
C -4.733 -4.657 0.416 -1.4 -0.5 1.1 -0.844
C -1.980 -4.044 -4.051 2.4 0.4 -0.6 -0.831
H -2.341 -0.539 2.368 -0.4 -0.6 0.4 0.159
O 2.208 -0.146 0.237 -1.7 0.7 -0.6 -0.356
H -1.950 -2.948 -0.067 0.1 -0.1 0.3 -1.062
H 3.571 2.791 2.704 -0.3 -0.4 -0.3 0.124
H 3.954 6.083 1.891 0.0 -0.3 0.7 0.341
O 6.099 -3.762 -2.498 0.5 -0.6 0.2 -0.288
H 1.407 5.994 -1.131 0.3 0.0 1.3 0.294
H -2.584 4.411 2.213 0.4 0.2 0.2 0.027
H 2.695 0.425 3.324 -0.8 -0.4 -0.4 -0.039
C -3.546 -4.413 -0.439 0.8 0.6 -0.6 -0.107
O 6.805 -3.964 -0.303 1.4 -0.7 -0.3 -0.575
C 0.784 5.110 -1.270 -0.3 0.7 1.1 -0.459
H -1.934 4.947 4.284 0.9 0.4 0.1 0.454
H 3.829 2.296 0.304 0.2 -0.1 -0.6 -0.662
C 4.404 -2.979 0.489 0.1 0.2 -0.5 -0.613
C 5.819 -0.709 -3.813 0.4 -0.8 0.3 0.378
H 1.714 -3.003 -0.555 0.8 -0.7 0.2 0.172
H -3.774 -4.947 -4.437 -0.8 0.3 -0.5 0.307
H -3.280 1.740 2.870 -0.5 -0.4 0.6 -0.427
C -0.929 -5.902 2.624 -2.0 0.7 0.8 -0.570
C -3.511 2.761 3.173 -0.5 -0.6 -1.2 0.598
H -6.614 3.363 0.608 -0.1 -0.2 -0.1 0.313
H -7.367 2.593 -0.837 0.0 0.2 0.0 0.346
C 1.253 -3.502 0.298 -1.6 1.0 0.7 -0.484
H 5.266 2.212 2.478 0.0 0.1 0.4 0.268
H 3.658 -0.215 5.276 -0.2 -0.5 0.2 0.398
H 3.784 -0.398 2.233 -0.1 -0.3 -0.1 -0.326
H 4.386 -2.556 5.456 0.3 -0.1 -0.1 0.352
O -3.537 -1.059 -2.969 -0.1 0.1 -0.4 -0.261
H 0.753 2.132 0.730 0.0 0.1 -0.2 0.585
H -1.912 -4.889 -3.366 0.2 0.5 0.4 0.286
H -1.229 -4.186 -4.828 0.2 -0.5 0.2 0.352
O -0.280 3.135 -5.768 0.6 -2.3 2.0 -0.323
C -3.749 2.975 4.681 -0.8 -0.1 -2.0 -0.938
H -2.300 5.624 -2.373 0.1 0.2 -0.3 0.310
H -2.120 -2.891 3.618 -0.9 0.7 0.6 0.106
H 2.881 -0.631 -2.373 -0.1 0.5 0.1 -0.487
H 1.184 -2.794 1.124 0.2 0.2 -0.1 0.298
C -0.975 2.582 -4.665 1.5 -0.2 -0.2 0.612
C -1.093 -0.153 -0.838 -0.3 0.5 1.1 0.826
H -3.545 -2.234 -0.239 -0.3 0.1 0.0 -0.716
C -0.731 0.121 3.575 0.4 2.3 1.3 1.179
H -3.171 -3.885 -5.783 -0.5 -0.2 -0.1 0.350
H -1.738 -5.195 2.807 -0.1 0.1 0.5 -0.043
H 5.505 2.961 0.286 -0.1 0.0 0.0 0.319
H -4.287 3.097 2.485 -0.6 -0.1 0.4 0.220
H 6.771 -5.742 -3.056 -0.4 0.1 0.7 0.288
O -2.489 3.285 5.174 0.7 -1.4 1.2 -0.469
H -1.834 -0.838 -0.426 0.0 0.1 -0.3 -1.034
O -0.450 1.826 -3.820 -1.7 2.6 -2.9 -0.311
H -0.150 4.374 -7.446 0.6 -0.1 0.7 0.282
O 2.447 -1.681 3.179 -0.9 0.5 -0.6 0.328
H -3.831 -4.350 -1.489 0.2 0.0 -0.1 0.131
C -1.415 5.905 -1.802 -1.0 -0.2 1.5 -0.797
C -1.465 5.125 -0.442 0.8 -0.2 -1.4 0.576
O -3.983 -2.883 -4.198 -0.9 0.7 0.2 -0.473
C -5.420 0.523 -0.686 0.6 -1.1 -0.9 0.234
C 4.174 -0.657 4.424 -0.1 1.0 -0.9 -0.698
O 0.180 -0.701 -0.449 -0.6 -2.1 -1.0 0.265
C -4.375 -4.106 1.772 1.1 0.1 0.7 -0.680
H 0.223 0.440 3.153 0.0 0.2 0.0 -0.265
O 2.642 -3.791 3.940 0.9 3.2 -0.5 -0.663
C -1.407 -0.925 2.775 0.4 -1.7 0.2 1.550
H -0.647 3.651 4.205 -0.1 0.0 0.7 0.382
O 1.519 -6.762 1.780 -1.6 4.9 -1.0 -0.666
C 4.517 2.949 2.188 0.7 1.4 -0.8 -0.159
H -5.610 -4.086 0.111 -0.1 -0.3 -0.6 0.320
H -2.617 2.913 -2.727 -0.4 0.0 0.1 -0.011
O -0.092 4.748 -0.164 0.5 0.7 -0.1 -0.414
C -1.790 -2.624 -3.526 0.8 -0.1 0.9 0.789
H 0.485 -0.785 5.036 0.3 0.0 0.6 -0.018
C -1.117 1.199 -0.107 1.0 0.4 -1.0 1.805
O -3.225 -3.275 1.560 0.3 0.6 -0.5 -0.172
C 4.354 -2.131 4.453 -0.3 -0.7 0.9 -0.531
O 1.860 -4.686 0.783 -0.6 -1.9 0.3 -0.313
C -6.523 2.582 -0.148 1.1 0.3 -1.0 -0.729
H 5.209 -2.469 3.868 0.0 -0.1 0.0 0.301
C 1.067 0.180 -0.100 2.1 0.9 1.1 -0.327
H 4.050 -1.082 -4.860 -0.1 -0.1 0.1 0.416
O 6.637 -0.862 -4.670 0.4 0.2 -0.1 -0.630
C 4.921 0.047 -1.799 -1.3 1.0 -1.4 0.733
H 4.820 1.078 -1.461 0.6 0.1 0.0 -0.090
C -1.710 3.886 4.172 -0.4 1.6 -1.0 -0.857
H -1.181 -0.073 -1.921 0.2 0.0 0.1 0.142
C -3.296 -4.005 -4.707 -0.5 -0.7 -0.7 -0.490
H 4.997 -2.458 1.241 0.5 -0.1 -0.3 0.527
```
Positions in Å, forces in eV/Å.

The LUMO energy is 0.15 eV. As for the HOMO-LUMO gap: 9.57 eV. For the total energy, the calculation gives -101375.169 eV. The calculation puts the HOMO energy at -0.346 Eh. The energy above the lowest of the compared OMol25 structures with the same formula, charge and spin is 90.3 kcal/mol. For the strongest force on any atom, the calculation gives 0.10177 hartree/bohr.